Here is a 2-piece molecular cluster, C6H15N overall in a non-equilibrium geometry from the OMol25 dataset. Energies are from ωB97M-V/def2-TZVPD.

Last columns: bonded neighbours and bond lengths (Å).
Geometry (Å):
1 N -0.827 0.365 -0.081  C2 1.482, C3 1.458
2 C 0.230 1.378 0.154  N1 1.482, C4 1.551, C7 1.564, H18 1.114
3 C -0.670 -0.636 0.966  N1 1.458, C6 1.429, H11 1.170, H16 1.111
4 C -0.089 2.652 -0.670  C2 1.551, H9 1.140, H10 1.081, H21 1.107
5 C 0.137 -2.456 -0.633  C6 1.528, H8 1.092, H13 1.100, H19 1.094
6 C -0.182 -1.966 0.779  C3 1.429, C5 1.528, H17 1.098
7 C 1.662 0.798 -0.088  C2 1.564, H12 1.094, H15 1.099, H22 1.113
8 H 0.693 -1.758 -1.261  C5 1.092
9 H 0.900 3.204 -0.803  C4 1.140
10 H -0.702 3.333 -0.097  C4 1.081
11 H 0.399 -0.770 1.423  C3 1.170
12 H 1.781 -0.200 0.342  C7 1.094
13 H -0.783 -2.779 -1.141  C5 1.100
14 H -2.686 -1.679 -0.645  H20 0.729
15 H 1.969 0.769 -1.142  C7 1.099
16 H -1.390 -0.375 1.772  C3 1.111
17 H -0.788 -2.659 1.376  C6 1.098
18 H 0.261 1.691 1.223  C2 1.114
19 H 0.785 -3.323 -0.470  C5 1.094
20 H -2.717 -1.205 -1.198  H14 0.729
21 H -0.545 2.494 -1.667  C4 1.107
22 H 2.394 1.432 0.462  C7 1.113

HOMO level   -0.25711 Ha
Orbital gap   6.3424 eV
F_max   4.88 eV/Å